Below is C34H33BrIIrN2O2Si2 as an isolated structure, with properties calculated with ωB97M-V/def2-TZVPD.

Each line ends with the Löwdin charge.
Atoms and positions in Å:
Ir -0.54 -1.05 0.02  0.83
I -3.01 -0.61 1.21  1.19
C -3.51 0.33 -0.60  -0.58
C -4.70 1.00 -0.66  -0.13
C -5.09 1.61 -1.87  -0.05
C -4.27 1.52 -2.96  -0.01
C -3.04 0.83 -2.91  -0.15
C -2.23 0.73 -4.07  0.00
C -1.07 0.01 -4.05  -0.04
C -0.66 -0.62 -2.86  -0.11
C -1.36 -0.48 -1.68  -0.35
C -2.62 0.22 -1.70  -0.23
H -5.35 1.06 0.20  0.10
H -6.03 2.14 -1.92  0.12
H -4.57 1.98 -3.90  0.12
H -2.57 1.20 -4.98  0.12
H -0.47 -0.09 -4.94  0.12
H 0.22 -1.25 -2.89  0.08
C 2.92 -1.61 1.02  -0.17
Si 1.79 -1.54 -0.47  0.52
C 2.44 -0.12 -1.51  -0.19
C 1.81 -3.17 -1.39  -0.31
C 3.00 -3.66 -1.95  -0.09
C 3.01 -4.86 -2.63  -0.07
C 1.84 -5.60 -2.75  -0.07
C 0.67 -5.13 -2.20  -0.08
C 0.63 -3.91 -1.51  -0.31
Si -0.96 -3.26 -0.76  0.45
C -2.35 -3.36 -2.01  -0.18
C -1.50 -4.39 0.65  -0.20
H 3.93 -1.71 0.62  0.05
H 2.74 -2.47 1.67  0.03
H 2.89 -0.70 1.62  0.04
H 3.54 -0.19 -1.53  0.04
H 2.19 0.85 -1.08  0.02
H 2.09 -0.13 -2.54  0.02
H 3.92 -3.09 -1.86  0.11
H 3.94 -5.23 -3.06  0.11
H 1.85 -6.54 -3.29  0.11
H -0.24 -5.72 -2.31  0.11
H -2.52 -4.41 -2.29  0.04
H -2.14 -2.80 -2.92  0.03
H -3.29 -2.99 -1.59  0.04
H -2.17 -5.15 0.22  0.04
H -2.07 -3.89 1.44  0.01
H -0.67 -4.93 1.11  0.03
C 0.34 -2.62 2.89  -0.04
O 0.17 -1.33 2.27  -0.29
C 0.51 -0.23 3.03  -0.22
C 0.87 -0.32 4.37  -0.05
C 1.19 0.84 5.05  -0.66
Br 1.66 0.71 6.87  0.80
C 1.19 2.07 4.44  -0.05
C 0.85 2.17 3.09  -0.06
C 0.48 1.02 2.41  -0.18
O 0.07 1.06 1.08  -0.09
C 0.86 3.50 2.46  -0.26
N 0.87 4.60 3.15  0.19
C 0.91 5.62 2.22  -0.22
C 0.93 7.00 2.41  -0.01
C 0.98 7.80 1.29  -0.08
C 1.00 7.25 -0.01  -0.08
C 0.97 5.89 -0.21  -0.02
C 0.92 5.09 0.92  -0.19
N 0.85 3.72 1.10  0.16
H 1.32 -2.69 3.35  0.10
H 0.26 -3.34 2.09  0.06
H -0.45 -2.78 3.62  0.12
H 0.88 -1.27 4.89  0.11
H 1.46 2.98 4.97  0.12
H -0.64 1.72 0.99  0.12
H 0.92 7.42 3.41  0.12
H 1.01 8.88 1.40  0.11
H 1.04 7.91 -0.86  0.11
H 0.98 5.47 -1.21  0.11
H 1.12 3.04 0.41  0.15

charge: +1
HOMO-LUMO gap (spin up / spin down): 7.553 / 5.424 eV
DFT total energy: -139602.318 eV
strongest force on any atom: 0.931 eV Å⁻¹
multiplicity: 2
ΔE to the lowest compared entry with this formula, charge and spin: 26.6 kcal/mol
LUMO energy (spin up / spin down): -3.10 / -5.23 eV